{
  "formula": "C8H14",
  "method": "ωB97M-V/def2-TZVPD",
  "symbols": ["C", "C", "C", "C", "C", "C", "C", "C", "H", "H", "H", "H", "H", "H", "H", "H", "H", "H", "H", "H", "H", "H"],
  "xyz": [[2.204, -1.122, 0.498], [2.648, 0.266, -0.050], [1.462, 1.289, -0.234], [0.464, 0.619, -1.241], [-0.963, 0.846, -1.184], [-3.165, -0.343, 0.577], [-1.830, -1.136, 0.116], [-0.743, -0.226, -0.133], [1.858, -1.165, 1.541], [2.928, -1.860, 0.119], [1.274, -1.406, 0.003], [2.907, 0.100, -1.090], [3.416, 0.681, 0.628], [1.771, 2.104, -0.859], [1.119, 1.662, 0.748], [-1.491, 0.362, -2.015], [-1.455, 1.737, -0.761], [-3.155, -0.167, 1.671], [-4.050, -0.928, 0.228], [-3.332, 0.662, 0.153], [-1.646, -2.108, 0.548], [-0.221, 0.134, 0.735]],
  "mulliken_charge": [-1.0907, -0.2882, -0.7386, -0.4560, -0.3466, -0.9390, -0.5011, -0.2261, 0.3133, 0.3519, 0.2926, 0.3007, 0.3349, 0.3260, 0.3653, 0.2735, 0.3809, 0.2733, 0.3193, 0.3295, 0.3251, 0.4001],
  "e_above_lowest_kj_mol": 769.8,
  "homo_ev": -7.45
}



{
  "formula": "C8H14BrN3O2",
  "method": "ωB97M-V/def2-TZVPD",
  "symbols": ["C", "C", "C", "C", "C", "O", "N", "C", "C", "Br", "H", "H", "H", "H", "H", "H", "H", "H", "H", "H", "N", "C", "N", "O", "H", "H", "H", "H"],
  "xyz": [[-1.964, 1.827, 3.270], [-2.307, 2.226, 1.920], [-2.350, 1.100, 0.763], [-1.386, 1.633, -0.426], [-1.118, 0.418, -1.476], [-1.939, -0.283, -2.080], [0.327, 0.394, -1.547], [0.945, 1.686, -1.167], [0.057, 2.109, 0.136], [0.910, 0.976, 1.550], [-2.645, 1.218, 3.934], [-0.909, 2.129, 3.601], [-2.508, 3.323, 1.695], [-3.440, 1.039, 0.428], [-1.937, 0.106, 1.105], [-1.923, 2.404, -1.087], [0.814, -0.479, -1.301], [0.787, 2.493, -1.959], [2.012, 1.477, -0.834], [0.087, 3.234, 0.262], [2.754, -3.904, 0.191], [2.139, -3.149, -0.753], [2.009, -3.745, -1.965], [1.732, -2.018, -0.529], [3.094, -4.833, 0.028], [2.867, -3.495, 1.103], [1.557, -3.215, -2.691], [2.335, -4.671, -2.170]],
  "mulliken_charge": [-0.5698, -0.4462, -0.4619, -0.0103, 0.1330, -0.6048, -0.1999, -0.7454, -0.1590, -0.1435, 0.2676, 0.1959, 0.3093, 0.3310, 0.3585, 0.2507, 0.4380, 0.2758, 0.4125, 0.4190, -0.4338, 0.5982, -0.3643, -0.6110, 0.1532, 0.2179, 0.2157, 0.1735],
  "homo_ev": -7.32,
  "smiles": "C=CC[C@@H]1C(=O)NC[C@@H]1Br.NC(N)=O"
}



{
  "formula": "C8H14Cl15O4P",
  "method": "ωB97M-V/def2-TZVPD",
  "symbols": ["C", "O", "P", "O", "O", "C", "O", "C", "H", "H", "H", "H", "H", "H", "H", "H", "H", "C", "Cl", "Cl", "Cl", "H", "C", "Cl", "Cl", "Cl", "H", "C", "Cl", "Cl", "Cl", "H", "C", "Cl", "Cl", "Cl", "H", "C", "Cl", "Cl", "Cl", "H"],
  "xyz": [[0.191, -4.830, -0.801], [-0.508, -3.654, -1.104], [0.065, -2.239, -0.486], [0.089, -2.078, 0.990], [1.559, -2.074, -1.121], [2.172, -0.785, -1.346], [-0.823, -1.093, -1.275], [-2.286, -1.000, -1.202], [0.373, -4.880, 0.272], [1.239, -4.917, -1.087], [-0.338, -5.747, -1.062], [1.640, 0.069, -0.927], [2.273, -0.776, -2.432], [3.190, -0.776, -0.955], [-2.648, -1.382, -2.157], [-2.743, -0.011, -1.169], [-2.846, -1.594, -0.480], [-0.436, 0.408, 0.570], [-0.364, 0.709, -1.174], [-2.003, 0.611, 1.389], [0.849, 1.469, 1.381], [-0.045, -0.607, 0.649], [-0.908, 1.925, 3.404], [-2.451, 1.638, 4.060], [0.529, 1.849, 4.610], [-0.897, 3.612, 2.751], [-0.727, 1.304, 2.526], [0.863, 0.652, -3.046], [2.179, -0.003, -4.076], [-0.744, 0.170, -3.591], [1.007, 2.454, -2.997], [1.091, 0.369, -2.019], [2.579, 1.543, 2.566], [1.618, 2.990, 2.070], [2.650, 1.353, 4.403], [4.184, 1.346, 1.865], [2.038, 0.649, 2.256], [-2.336, 2.548, -0.242], [-2.495, 3.137, -1.917], [-3.638, 3.125, 0.692], [-0.783, 3.060, 0.484], [-2.358, 1.459, -0.273]],
  "mulliken_charge": [-0.8381, -0.3319, 0.8693, -0.7178, -0.4243, 0.2035, 0.1834, -1.0807, 0.3328, 0.3038, 0.2996, 0.5575, 0.0310, 0.4399, 0.4321, 0.4511, 0.3879, -0.4550, -0.3575, -0.1864, -0.1916, 0.5785, 1.7144, -0.1200, -0.1080, -0.1384, -1.0383, 1.9243, -0.2722, -0.1137, -0.0851, -2.2826, 0.1173, 0.0559, -0.2411, -0.1234, 0.2243, 1.8352, -0.1465, -0.0811, -0.1378, -1.4701],
  "e_above_lowest_kj_mol": 2597.8,
  "homo_ev": -7.52
}



Please write out number 3 again, unchanged.
{
  "formula": "C8H14Cl15O4P",
  "method": "ωB97M-V/def2-TZVPD",
  "symbols": ["C", "O", "P", "O", "O", "C", "O", "C", "H", "H", "H", "H", "H", "H", "H", "H", "H", "C", "Cl", "Cl", "Cl", "H", "C", "Cl", "Cl", "Cl", "H", "C", "Cl", "Cl", "Cl", "H", "C", "Cl", "Cl", "Cl", "H", "C", "Cl", "Cl", "Cl", "H"],
  "xyz": [[0.191, -4.830, -0.801], [-0.508, -3.654, -1.104], [0.065, -2.239, -0.486], [0.089, -2.078, 0.990], [1.559, -2.074, -1.121], [2.172, -0.785, -1.346], [-0.823, -1.093, -1.275], [-2.286, -1.000, -1.202], [0.373, -4.880, 0.272], [1.239, -4.917, -1.087], [-0.338, -5.747, -1.062], [1.640, 0.069, -0.927], [2.273, -0.776, -2.432], [3.190, -0.776, -0.955], [-2.648, -1.382, -2.157], [-2.743, -0.011, -1.169], [-2.846, -1.594, -0.480], [-0.436, 0.408, 0.570], [-0.364, 0.709, -1.174], [-2.003, 0.611, 1.389], [0.849, 1.469, 1.381], [-0.045, -0.607, 0.649], [-0.908, 1.925, 3.404], [-2.451, 1.638, 4.060], [0.529, 1.849, 4.610], [-0.897, 3.612, 2.751], [-0.727, 1.304, 2.526], [0.863, 0.652, -3.046], [2.179, -0.003, -4.076], [-0.744, 0.170, -3.591], [1.007, 2.454, -2.997], [1.091, 0.369, -2.019], [2.579, 1.543, 2.566], [1.618, 2.990, 2.070], [2.650, 1.353, 4.403], [4.184, 1.346, 1.865], [2.038, 0.649, 2.256], [-2.336, 2.548, -0.242], [-2.495, 3.137, -1.917], [-3.638, 3.125, 0.692], [-0.783, 3.060, 0.484], [-2.358, 1.459, -0.273]],
  "mulliken_charge": [-0.8381, -0.3319, 0.8693, -0.7178, -0.4243, 0.2035, 0.1834, -1.0807, 0.3328, 0.3038, 0.2996, 0.5575, 0.0310, 0.4399, 0.4321, 0.4511, 0.3879, -0.4550, -0.3575, -0.1864, -0.1916, 0.5785, 1.7144, -0.1200, -0.1080, -0.1384, -1.0383, 1.9243, -0.2722, -0.1137, -0.0851, -2.2826, 0.1173, 0.0559, -0.2411, -0.1234, 0.2243, 1.8352, -0.1465, -0.0811, -0.1378, -1.4701],
  "e_above_lowest_kj_mol": 2597.8,
  "homo_ev": -7.52
}



What did the third record say?
{
  "formula": "C8H14Cl15O4P",
  "method": "ωB97M-V/def2-TZVPD",
  "symbols": ["C", "O", "P", "O", "O", "C", "O", "C", "H", "H", "H", "H", "H", "H", "H", "H", "H", "C", "Cl", "Cl", "Cl", "H", "C", "Cl", "Cl", "Cl", "H", "C", "Cl", "Cl", "Cl", "H", "C", "Cl", "Cl", "Cl", "H", "C", "Cl", "Cl", "Cl", "H"],
  "xyz": [[0.191, -4.830, -0.801], [-0.508, -3.654, -1.104], [0.065, -2.239, -0.486], [0.089, -2.078, 0.990], [1.559, -2.074, -1.121], [2.172, -0.785, -1.346], [-0.823, -1.093, -1.275], [-2.286, -1.000, -1.202], [0.373, -4.880, 0.272], [1.239, -4.917, -1.087], [-0.338, -5.747, -1.062], [1.640, 0.069, -0.927], [2.273, -0.776, -2.432], [3.190, -0.776, -0.955], [-2.648, -1.382, -2.157], [-2.743, -0.011, -1.169], [-2.846, -1.594, -0.480], [-0.436, 0.408, 0.570], [-0.364, 0.709, -1.174], [-2.003, 0.611, 1.389], [0.849, 1.469, 1.381], [-0.045, -0.607, 0.649], [-0.908, 1.925, 3.404], [-2.451, 1.638, 4.060], [0.529, 1.849, 4.610], [-0.897, 3.612, 2.751], [-0.727, 1.304, 2.526], [0.863, 0.652, -3.046], [2.179, -0.003, -4.076], [-0.744, 0.170, -3.591], [1.007, 2.454, -2.997], [1.091, 0.369, -2.019], [2.579, 1.543, 2.566], [1.618, 2.990, 2.070], [2.650, 1.353, 4.403], [4.184, 1.346, 1.865], [2.038, 0.649, 2.256], [-2.336, 2.548, -0.242], [-2.495, 3.137, -1.917], [-3.638, 3.125, 0.692], [-0.783, 3.060, 0.484], [-2.358, 1.459, -0.273]],
  "mulliken_charge": [-0.8381, -0.3319, 0.8693, -0.7178, -0.4243, 0.2035, 0.1834, -1.0807, 0.3328, 0.3038, 0.2996, 0.5575, 0.0310, 0.4399, 0.4321, 0.4511, 0.3879, -0.4550, -0.3575, -0.1864, -0.1916, 0.5785, 1.7144, -0.1200, -0.1080, -0.1384, -1.0383, 1.9243, -0.2722, -0.1137, -0.0851, -2.2826, 0.1173, 0.0559, -0.2411, -0.1234, 0.2243, 1.8352, -0.1465, -0.0811, -0.1378, -1.4701],
  "e_above_lowest_kj_mol": 2597.8,
  "homo_ev": -7.52
}